--- a ---
Computed, not measured: 4 unconnected molecules or ions with the total composition C12H24O12, with ωB97M-V/def2-TZVPD.

For the LUMO energy, the calculation gives 0.6 eV. The structure (SMILES) is COC(=O)OC.COC(=O)OC.COC(=O)OC.COC(=O)OC. The calculation puts the HOMO energy at -10.00 eV.

ORCA input file:
```
! wB97M-V def2-TZVPD RIJCOSX def2/J DEFGRID3
* xyz 0 1
C 32.668 -0.666 55.937
O 33.519 0.106 56.656
C 32.876 1.055 57.411
O 31.588 1.251 57.467
O 33.706 1.810 58.031
C 33.386 2.884 58.907
H 33.378 -1.440 55.557
H 32.109 -0.294 55.030
H 32.144 -1.334 56.592
H 34.088 3.157 59.716
H 32.742 2.643 59.632
H 33.044 3.838 58.425
C 34.457 -0.177 62.485
O 33.563 -0.650 61.470
C 32.375 -0.055 61.289
O 32.042 1.008 61.928
O 31.522 -0.618 60.341
C 30.154 -0.231 60.159
H 34.107 -0.305 63.483
H 34.428 1.077 62.539
H 35.237 -0.457 62.161
H 30.044 -0.183 59.078
H 30.171 0.920 60.467
H 29.442 -0.846 60.564
C 32.341 3.457 54.176
O 33.683 3.850 54.210
C 34.369 3.847 53.182
O 34.101 3.302 52.144
O 35.603 4.467 53.336
C 36.466 4.792 52.157
H 31.769 3.273 55.123
H 32.324 2.359 53.664
H 31.866 4.183 53.722
H 35.887 5.106 51.286
H 36.896 3.967 51.800
H 37.287 5.487 52.404
C 36.352 -0.824 55.502
O 35.587 -1.988 55.097
C 36.052 -2.611 54.078
O 37.060 -2.183 53.365
O 35.342 -3.589 53.670
C 35.821 -4.226 52.439
H 37.368 -0.877 55.402
H 36.199 -0.653 56.424
H 35.872 -0.117 55.001
H 35.431 -5.213 52.224
H 36.805 -4.564 52.729
H 35.671 -3.749 51.561
*
```

Atom charges from the Mulliken analysis, given in e for atoms 1 to 6: atom 1 (C): -0.5669, atom 2 (O): -0.1135, atom 3 (C): 0.8298, atom 4 (O): -0.6607, atom 5 (O): -0.3210, atom 6 (C): -0.7890


--- b ---
Computed, not measured: 4 unconnected molecules or ions with the total composition C12H24O12, with ωB97M-V/def2-TZVPD.

For the LUMO energy, the calculation gives 0.5 eV. The structure (SMILES) is COC(=O)OC.COC(=O)OC.COC(=O)OC.COC(=O)OC. The calculation puts the HOMO energy at -10.56 eV.

ORCA input file:
```
! wB97M-V def2-TZVPD RIJCOSX def2/J DEFGRID3
* xyz 0 1
C 2.404 -0.527 0.674
O 2.452 0.091 1.933
C 1.570 0.928 2.315
O 0.890 1.591 1.541
O 1.665 1.024 3.658
C 0.691 1.703 4.491
H 1.464 -1.078 0.647
H 3.191 -1.232 0.408
H 2.529 0.269 -0.060
H 0.685 2.760 4.228
H 0.811 1.833 5.567
H -0.322 1.352 4.294
C -6.619 -3.379 -3.873
O -5.983 -2.657 -2.908
C -4.586 -2.701 -2.839
O -3.814 -3.124 -3.716
O -4.215 -2.137 -1.687
C -2.867 -1.807 -1.537
H -7.698 -3.436 -3.728
H -6.222 -4.394 -3.870
H -6.490 -3.029 -4.897
H -2.262 -1.734 -2.441
H -2.448 -2.682 -1.040
H -2.773 -0.945 -0.877
C 0.322 7.158 0.971
O 0.874 8.423 1.206
C 1.950 8.460 1.960
O 2.189 7.632 2.835
O 2.665 9.523 1.604
C 3.887 9.888 2.396
H -0.325 6.709 1.724
H 1.088 6.384 0.934
H -0.239 7.226 0.039
H 4.135 10.942 2.270
H 4.695 9.402 1.848
H 3.822 9.582 3.440
C 2.221 -6.680 0.669
O 1.556 -7.120 -0.471
C 1.232 -6.287 -1.511
O 1.162 -5.044 -1.538
O 0.901 -7.118 -2.595
C -0.151 -6.636 -3.525
H 1.491 -6.356 1.411
H 2.852 -5.813 0.476
H 2.948 -7.368 1.101
H -1.155 -6.948 -3.238
H -0.056 -7.070 -4.520
H -0.118 -5.574 -3.767
*
```

Atom charges from the Mulliken analysis, given in e for atoms 1 to 6: atom 1 (C): -0.6173, atom 2 (O): -0.3107, atom 3 (C): 0.7944, atom 4 (O): -0.5824, atom 5 (O): -0.3030, atom 6 (C): -0.6488


Relative energies, unit kJ/mol: a 464.9; b 0.0


--- a ---
Computed, not measured: CHCl2F in the gas phase, with ωB97M-V/def2-TZVPD.

For the LUMO energy, the calculation gives 0.9 eV. The structure (SMILES) is FC(Cl)Cl. The calculation puts the HOMO energy at -11.61 eV.

ORCA input file:
```
! wB97M-V def2-TZVPD RIJCOSX def2/J DEFGRID3
* xyz 0 1
F -0.915 0.381 -0.926
C 0.017 -0.078 -0.025
Cl 1.477 0.597 -0.460
Cl -0.554 0.319 1.624
H -0.025 -1.218 -0.213
*
```

Charges computed using Mulliken, reported in e: atom 1 (F): -0.2142, atom 2 (C): 0.2006, atom 3 (Cl): -0.0889, atom 4 (Cl): -0.1273, atom 5 (H): 0.2298


--- b ---
Computed, not measured: a molecular structure, CHCl2F, with ωB97M-V/def2-TZVPD.

For the LUMO energy, the calculation gives 0.9 eV. The calculation puts the HOMO energy at -10.85 eV.

ORCA input file:
```
! wB97M-V def2-TZVPD RIJCOSX def2/J DEFGRID3
* xyz 0 1
C -0.502 -0.450 0.144
H -0.803 -1.360 0.534
F -1.467 0.030 -0.644
Cl 0.133 0.725 1.264
Cl 0.868 -0.502 -1.005
*
```

Charges computed using Mulliken, reported in e: atom 1 (C): 0.1696, atom 2 (H): 0.2854, atom 3 (F): -0.1870, atom 4 (Cl): -0.1120, atom 5 (Cl): -0.1561


Relative energies, unit kJ/mol: a 0.0; b 21.3


--- a ---
Computed, not measured: CHCl3N2 in the gas phase, with ωB97M-V/def2-TZVPD.

For the LUMO energy, the calculation gives 0.1 eV. The structure (SMILES) is Cl/N=C(\Cl)NCl. The calculation puts the HOMO energy at -10.07 eV.

ORCA input file:
```
! wB97M-V def2-TZVPD RIJCOSX def2/J DEFGRID3
* xyz 0 1
Cl -4.333 0.257 0.338
N -2.826 0.794 0.718
C -1.902 0.281 0.088
Cl -1.839 -1.140 -0.880
N -0.265 0.876 0.368
Cl 0.515 1.340 -1.118
H -0.479 1.619 0.869
*
```

Atom charges from the Mulliken analysis, given in e for atoms 1 to 6: atom 1 (Cl): -0.0497, atom 2 (N): -0.2488, atom 3 (C): 0.5083, atom 4 (Cl): -0.1055, atom 5 (N): -0.3474, atom 6 (Cl): -0.0455


--- b ---
Computed, not measured: 2 unconnected molecules or ions with the total composition CHCl3N2, with ωB97M-V/def2-TZVPD.

For the LUMO energy, the calculation gives -0.1 eV. The structure (SMILES) is ClNCl.N#CCl. The calculation puts the HOMO energy at -9.94 eV.

ORCA input file:
```
! wB97M-V def2-TZVPD RIJCOSX def2/J DEFGRID3
* xyz 0 1
Cl 1.913 -0.650 -0.072
N 1.486 0.927 -0.520
Cl 0.465 1.691 0.690
H 0.979 0.748 -1.396
N -1.128 -1.592 1.398
C -1.534 -1.019 0.504
Cl -2.180 -0.106 -0.604
*
```

Atom charges from the Mulliken analysis, given in e for atoms 1 to 6: atom 1 (Cl): -0.0280, atom 2 (N): -0.2359, atom 3 (Cl): -0.0527, atom 4 (H): 0.3074, atom 5 (N): -0.2932, atom 6 (C): 0.3882


Relative energies, unit kJ/mol: a 38.3; b 0.0